(1)
{
  "formula": "C4H12N2",
  "method": "wB97M-V/def2-TZVPD",
  "max_force_ev_per_a": 3.5,
  "total_energy_ha": -269.0567,
  "orbital_gap_ev": 9.32,
  "de_lowest_kj_mol": 156.5,
  "smiles": "CCNCCN",
  "homo_energy_ev": -8.213,
  "mol_weight_g_mol": 88.15,
  "species": ["C", "C", "N", "C", "C", "N", "H", "H", "H", "H", "H", "H", "H", "H", "H", "H", "H", "H"],
  "positions_angstrom": [[2.41665, -0.29199, -0.43164], [1.16869, -0.17772, -1.32942], [-0.01911, 0.21055, -0.61603], [-0.33741, -0.29773, 0.77860], [-1.86975, -0.18813, 0.99574], [-2.48265, 1.03727, 0.43489], [3.33623, -0.65317, -0.87686], [2.15863, -0.74413, 0.54208], [2.45236, 0.75209, -0.03560], [1.07416, -1.18403, -1.74586], [1.33319, 0.40641, -2.23713], [-0.84313, 0.37710, -1.15417], [0.26011, 0.26110, 1.49401], [-0.00533, -1.33375, 0.58659], [-2.30604, -1.07120, 0.51161], [-2.01943, -0.32507, 2.06375], [-2.55529, 1.75359, 1.15439], [-1.76187, 1.46881, -0.13493]]
}


(2)
{
  "formula": "C4H12N2",
  "method": "wB97M-V/def2-TZVPD",
  "max_force_ev_per_a": 0.4,
  "total_energy_ha": -269.0337,
  "orbital_gap_ev": 9.00,
  "de_lowest_kj_mol": 217.1,
  "homo_energy_ev": -7.889,
  "mol_weight_g_mol": 88.15,
  "species": ["C", "C", "N", "H", "H", "H", "H", "H", "H", "H", "C", "C", "N", "H", "H", "H", "H", "H"],
  "positions_angstrom": [[1.94167, -0.10998, -1.48267], [2.23384, 0.56634, 0.81584], [1.30205, 0.12575, -0.20341], [0.56995, 0.82692, -0.31668], [1.18548, -0.40279, -2.20748], [2.47936, 0.76665, -1.86966], [2.95943, -0.22620, 0.99725], [2.78392, 1.47573, 0.53900], [2.65742, -0.92547, -1.37358], [1.68632, 0.75728, 1.73606], [-3.35724, 0.15631, 0.38248], [-1.87271, 0.19211, 0.18193], [-1.29200, -0.94173, 0.44190], [-1.78376, -1.79012, 0.75496], [-0.28175, -1.00458, 0.33116], [-3.62536, 0.92417, 1.10744], [-3.83918, 0.42507, -0.55737], [-3.74741, -0.81545, 0.72287]]
}


(3)
{
  "formula": "C4H12N2",
  "method": "wB97M-V/def2-TZVPD",
  "max_force_ev_per_a": 3.1,
  "total_energy_ha": -269.0490,
  "orbital_gap_ev": 9.65,
  "de_lowest_kj_mol": 176.9,
  "smiles": "C=NC.CCN",
  "homo_energy_ev": -8.599,
  "mol_weight_g_mol": 88.15,
  "species": ["C", "N", "C", "H", "H", "H", "H", "H", "C", "C", "N", "H", "H", "H", "H", "H", "H", "H"],
  "positions_angstrom": [[0.33980, 2.44796, 1.43317], [0.00197, 1.67618, 0.50071], [0.68788, 1.86153, -0.77602], [1.32240, 3.01336, 1.42965], [-0.34817, 2.62436, 2.31028], [-0.13550, 1.72824, -1.53556], [1.43411, 1.10202, -1.00945], [1.12355, 2.90198, -0.85694], [0.59438, -2.05629, -1.10700], [-0.36291, -2.32891, 0.01554], [-1.40339, -1.28006, 0.12649], [0.94514, -1.02157, -1.15329], [1.59416, -2.66943, -0.90081], [0.23490, -2.36861, -2.07680], [-0.80829, -3.30342, -0.07516], [0.18153, -2.29845, 0.96022], [-1.00828, -0.45427, 0.51612], [-2.23428, -1.58403, 0.61340]]
}


(4)
{
  "formula": "C4H12N2",
  "method": "wB97M-V/def2-TZVPD",
  "max_force_ev_per_a": 1.1,
  "total_energy_ha": -268.7745,
  "orbital_gap_ev": [10.76, 6.47],
  "total_charge": 1,
  "de_lowest_kj_mol": 69.3,
  "homo_energy_ev": [-14.946, -14.946],
  "mol_weight_g_mol": 88.15,
  "spin_multiplicity": 2,
  "species": ["C", "N", "C", "N", "H", "H", "H", "H", "H", "H", "C", "C", "H", "H", "H", "H", "H", "H"],
  "positions_angstrom": [[-1.84369, 0.88203, -1.68892], [-0.42577, 1.17381, -1.64509], [0.15641, 1.75110, -0.60131], [1.44260, 1.97901, -0.57487], [-2.09616, 0.12260, -0.94329], [-2.39455, 1.79497, -1.46625], [-2.12431, 0.50730, -2.66750], [0.19297, 0.80237, -2.36091], [-0.50813, 1.97671, 0.23423], [1.66169, 2.58039, 0.22339], [0.62007, -1.56593, 2.16606], [0.86441, -1.86806, 0.69669], [0.55691, -2.44148, 2.80308], [-0.30168, -0.98887, 2.30045], [1.40020, -0.90717, 2.55688], [0.14043, -2.58499, 0.31026], [0.79412, -0.94599, 0.11202], [1.86448, -2.26781, 0.54507]]
}


(5)
{
  "formula": "C4H12N2",
  "method": "wB97M-V/def2-TZVPD",
  "max_force_ev_per_a": 2.4,
  "total_energy_ha": -268.7973,
  "orbital_gap_ev": [11.72, 6.69],
  "total_charge": 1,
  "de_lowest_kj_mol": 9.3,
  "homo_energy_ev": [-14.463, -14.444],
  "mol_weight_g_mol": 88.15,
  "spin_multiplicity": 2,
  "species": ["N", "C", "C", "C", "N", "C", "H", "H", "H", "H", "H", "H", "H", "H", "H", "H", "H", "H"],
  "positions_angstrom": [[0.91220, -0.63154, -1.39016], [0.22651, -0.79794, -0.14709], [0.80990, -1.83789, 0.81616], [0.23229, 0.56574, 0.62264], [-0.26095, 1.61590, -0.21191], [-1.67644, 1.86721, -0.17629], [1.89365, -0.44452, -1.18482], [0.97393, -1.50571, -1.90345], [-0.84410, -0.98482, -0.29228], [0.89372, -2.77244, 0.27516], [1.79924, -1.59715, 1.19448], [0.09986, -1.95956, 1.63599], [-0.36552, 0.48386, 1.52488], [1.26142, 0.74478, 0.91669], [0.13547, 1.40232, -1.14578], [-2.00623, 2.65794, -0.84610], [-1.92481, 2.25188, 0.81094], [-2.16014, 0.94195, -0.49905]]
}


(6)
{
  "formula": "C4H12N2",
  "method": "wB97M-V/def2-TZVPD",
  "max_force_ev_per_a": 3.9,
  "total_energy_ha": -268.4321,
  "orbital_gap_ev": 10.84,
  "total_charge": 2,
  "de_lowest_kj_mol": 127.7,
  "smiles": "[NH3+]/C=C/CC[NH3+]",
  "homo_energy_ev": -18.289,
  "mol_weight_g_mol": 88.15,
  "species": ["N", "C", "C", "C", "C", "N", "H", "H", "H", "H", "H", "H", "H", "H", "H", "H", "H", "H"],
  "positions_angstrom": [[0.68739, -1.47701, -2.74714], [-0.05669, -1.17418, -1.51725], [-0.01240, -0.02656, -0.72052], [-0.95415, 0.10827, 0.45497], [-0.78446, 1.20578, 1.56523], [0.53726, 1.11697, 2.29648], [1.64335, -1.87838, -2.66645], [0.93824, -0.57603, -3.18304], [0.28970, -2.09010, -3.50060], [-0.53178, -2.09080, -1.09962], [0.81541, 0.69199, -1.00551], [-2.09383, 0.22550, 0.20187], [-0.80925, -0.92913, 1.02214], [-1.63946, 1.32634, 2.25840], [-0.68127, 2.22481, 1.22018], [1.33909, 0.87802, 1.66072], [0.51351, 0.43242, 3.08823], [0.79933, 2.03209, 2.67190]]
}


(7)
{
  "formula": "C4H12N2",
  "method": "wB97M-V/def2-TZVPD",
  "max_force_ev_per_a": 2.4,
  "total_energy_ha": -268.4415,
  "orbital_gap_ev": 11.06,
  "total_charge": 2,
  "de_lowest_kj_mol": 103.0,
  "smiles": "C=C([NH3+])CC[NH3+]",
  "homo_energy_ev": -18.494,
  "mol_weight_g_mol": 88.15,
  "species": ["C", "C", "N", "C", "C", "N", "H", "H", "H", "H", "H", "H", "H", "H", "H", "H", "H", "H"],
  "positions_angstrom": [[-1.98911, -0.38995, 0.55102], [-1.20486, 0.29486, -0.27376], [-1.65152, 1.45521, -1.08708], [0.29314, 0.04973, -0.41769], [0.99527, -0.46172, 0.82970], [2.37366, -1.01823, 0.45888], [-3.05758, -0.53748, 0.43018], [-1.55628, -0.66286, 1.50849], [-0.98519, 2.23015, -1.05053], [-1.71587, 1.28261, -2.10708], [-2.61246, 1.70459, -0.83268], [0.41104, -0.58217, -1.30260], [0.83971, 0.97001, -0.67017], [0.52162, -1.22792, 1.42589], [1.23882, 0.34267, 1.51992], [3.04002, -1.16032, 1.22369], [2.76237, -0.35369, -0.21427], [2.29719, -1.93550, 0.00809]]
}


(8)
{
  "formula": "C4H12N2O",
  "method": "wB97M-V/def2-TZVPD",
  "max_force_ev_per_a": 1.6,
  "total_energy_ha": -344.2781,
  "orbital_gap_ev": [2.63, 8.79],
  "total_charge": -1,
  "de_lowest_kj_mol": 98.0,
  "homo_energy_ev": [1.125, -5.205],
  "mol_weight_g_mol": 104.15,
  "spin_multiplicity": 2,
  "species": ["C", "C", "C", "N", "C", "N", "H", "H", "H", "H", "H", "H", "H", "H", "H", "H", "H", "H", "O"],
  "positions_angstrom": [[-1.89237, 0.60414, 0.56505], [-1.61443, -0.89889, 0.53103], [-0.12199, -1.32552, 0.55134], [0.75690, -0.28912, 0.04133], [1.71492, 0.28539, 0.79500], [2.59301, 1.13981, 0.40136], [-1.26839, 1.14791, -0.14231], [-1.97714, 1.00606, 1.57435], [-2.88770, 0.77200, 0.13581], [-2.19081, -1.40185, 1.30994], [-1.99511, -1.28205, -0.42073], [0.02571, -2.20861, -0.07613], [0.13948, -1.58986, 1.57673], [0.68894, -0.19492, -0.96710], [1.50623, 0.14995, 1.86467], [2.76842, 1.76529, 1.18489], [1.55574, 0.94207, -3.66060], [0.88402, 1.02277, -2.34669], [1.31456, 0.35543, -2.91795]]
}


(9)
{
  "formula": "C4H12N2O",
  "method": "wB97M-V/def2-TZVPD",
  "max_force_ev_per_a": 5.7,
  "total_energy_ha": -344.1273,
  "orbital_gap_ev": [2.88, 8.12],
  "total_charge": -1,
  "de_lowest_kj_mol": 493.8,
  "homo_energy_ev": [0.937, -4.418],
  "mol_weight_g_mol": 104.15,
  "spin_multiplicity": 2,
  "species": ["C", "N", "C", "C", "N", "C", "O", "H", "H", "H", "H", "H", "H", "H", "H", "H", "H", "H", "H"],
  "positions_angstrom": [[-0.40255, -0.66369, -1.21033], [-1.06569, -1.95784, -1.45426], [0.35702, -0.30253, 0.16757], [0.36920, -1.53776, 1.02472], [-0.19958, 0.91757, 0.74742], [-0.05699, 2.20053, 0.08641], [1.18992, 2.85046, 0.41398], [0.17988, -1.79179, -1.26832], [0.22081, -0.20099, -1.99358], [-1.23440, 0.04792, -1.30383], [-1.63632, -2.01345, -0.62258], [1.40674, -0.07934, -0.13801], [0.67731, -2.27175, 0.29174], [-0.55860, -1.84705, 1.55357], [1.19680, -1.69163, 1.78042], [-1.03476, 0.85746, 1.27016], [-0.23038, 2.24887, -1.01143], [-0.87095, 2.86987, 0.46056], [1.69253, 2.36513, 1.20579]]
}


(10)
{
  "formula": "C4H12N2O",
  "method": "wB97M-V/def2-TZVPD",
  "max_force_ev_per_a": 2.2,
  "total_energy_ha": -344.3067,
  "orbital_gap_ev": 9.96,
  "de_lowest_kj_mol": 205.6,
  "smiles": "CNCCNCO",
  "homo_energy_ev": -8.930,
  "mol_weight_g_mol": 104.15,
  "species": ["C", "N", "C", "C", "N", "C", "O", "H", "H", "H", "H", "H", "H", "H", "H", "H", "H", "H", "H"],
  "positions_angstrom": [[-1.80025, 1.28709, -0.26412], [-1.64069, -0.07076, 0.27947], [-0.57553, -0.13540, 1.32137], [0.64050, -1.02437, 1.06485], [1.01686, -1.14114, -0.35768], [1.57109, 0.07923, -0.88128], [1.39498, 0.15432, -2.28746], [-1.79892, 2.10551, 0.45671], [-2.82192, 1.28866, -0.66264], [-1.14418, 1.52951, -1.11501], [-1.19291, -0.68119, -0.40256], [-1.04460, -0.53336, 2.23269], [-0.23820, 0.84592, 1.65069], [1.42545, -0.59055, 1.67932], [0.47844, -2.01632, 1.47188], [1.54361, -1.98746, -0.49525], [1.04676, 0.88972, -0.37094], [2.67259, 0.04750, -0.82003], [0.46692, -0.04691, -2.50001]]
}


(11)
{
  "formula": "C4H12N2O",
  "method": "wB97M-V/def2-TZVPD",
  "max_force_ev_per_a": 4.5,
  "total_energy_ha": -344.2862,
  "orbital_gap_ev": 9.80,
  "de_lowest_kj_mol": 259.4,
  "smiles": "C[C@H](CO)NCN",
  "homo_energy_ev": -8.841,
  "mol_weight_g_mol": 104.15,
  "species": ["C", "C", "C", "O", "N", "C", "N", "H", "H", "H", "H", "H", "H", "H", "H", "H", "H", "H", "H"],
  "positions_angstrom": [[0.24673, -1.01723, 1.43315], [-0.64031, -0.57832, 0.31074], [-0.55616, -1.70164, -0.89245], [-1.73119, -1.71077, -1.64506], [-0.53113, 0.97236, -0.01180], [0.88197, 1.55413, 0.24475], [0.99241, 2.70829, -0.60754], [0.31870, -0.26950, 2.24546], [1.23002, -1.32985, 1.02282], [-0.06943, -1.94480, 1.86515], [-1.66496, -0.64108, 0.56878], [0.16628, -1.28415, -1.60942], [-0.30756, -2.63306, -0.48246], [-2.44767, -2.17550, -1.21609], [-0.66326, 0.90522, -1.01360], [1.58899, 0.81560, -0.01918], [0.88568, 1.90508, 1.23130], [0.32671, 3.44800, -0.65597], [1.97421, 2.97722, -0.76856]]
}


(12)
{
  "formula": "C4H12N2O",
  "method": "wB97M-V/def2-TZVPD",
  "max_force_ev_per_a": 4.5,
  "total_energy_ha": -344.2795,
  "orbital_gap_ev": 10.19,
  "de_lowest_kj_mol": 277.0,
  "smiles": "C[C@H](O)[C@H](N)CN",
  "homo_energy_ev": -9.448,
  "mol_weight_g_mol": 104.15,
  "species": ["C", "C", "O", "C", "N", "C", "N", "H", "H", "H", "H", "H", "H", "H", "H", "H", "H", "H", "H"],
  "positions_angstrom": [[-0.08466, -0.41648, 2.17735], [0.78680, -0.74533, 0.83621], [2.08519, 0.00579, 0.85496], [0.06989, -0.41364, -0.52451], [1.08223, -0.40730, -1.54740], [-0.68390, 0.98535, -0.42197], [-1.40812, 1.46803, -1.58642], [-0.18020, 0.64787, 2.37686], [0.18706, -1.02013, 3.08760], [-1.05290, -0.88093, 1.69589], [0.98792, -1.87690, 0.91076], [2.25230, 0.05920, -0.08382], [-0.58353, -1.17654, -0.81437], [1.21836, -1.40718, -1.92642], [0.86131, 0.38824, -2.09906], [-1.48493, 0.64972, 0.30696], [-0.02968, 1.59847, 0.29392], [-1.70429, 0.76966, -2.21816], [-2.31884, 1.77211, -1.31838]]
}


(13)
{
  "formula": "C4H12N2O",
  "method": "wB97M-V/def2-TZVPD",
  "max_force_ev_per_a": 3.7,
  "total_energy_ha": -344.2744,
  "orbital_gap_ev": 9.51,
  "de_lowest_kj_mol": 290.5,
  "smiles": "N/C=C/CCN.O",
  "homo_energy_ev": -8.695,
  "mol_weight_g_mol": 104.15,
  "species": ["N", "C", "C", "C", "C", "N", "H", "H", "H", "H", "H", "H", "H", "H", "H", "H", "O", "H", "H"],
  "positions_angstrom": [[0.93426, -1.15208, 1.28366], [0.23818, -0.41160, 0.33757], [0.28470, 0.97281, 0.34397], [-0.58021, 1.81914, -0.51846], [-1.73571, 1.12138, -1.36742], [-2.78485, 0.35920, -0.50148], [0.31800, -1.67773, 1.84464], [1.26735, -0.42798, 1.97410], [-0.40143, -0.93926, -0.43075], [1.10750, 1.53857, 1.06548], [-0.02122, 2.38063, -1.23940], [-1.05094, 2.61872, 0.03586], [-1.33789, 0.35883, -2.05337], [-2.51096, 1.92422, -1.82769], [-2.29682, -0.40982, 0.06570], [-3.16355, 1.08902, 0.23026], [3.29102, -2.12936, 0.20650], [2.52342, -1.97433, 0.81228], [2.95072, -2.90622, -0.37820]]
}